# 1
122
Properties=species:S:1:pos:R:3 method="wB97M-V/def2-TZVPD" lumo_ev=-0.9 homo_energy_ev=-10.16 smiles="C[C@H]1COC(=O)O1.C[C@H]1COC(=O)O1.C[C@H]1COC(=O)O1.C[C@H]1COC(=O)O1.O=C1OCCO1.O=C1OCCO1.O=C1OCCO1.O=C1OCCO1.O=C1OCCO1.O=C1OCCO1.O=C1OCCO1" de_lowest_ev=2.706 orbital_gap_ev=9.2696
O -0.168 1.597 3.614
O 2.904 -2.639 -2.854
O -4.146 3.595 -4.285
O 3.722 2.476 6.183
O 0.090 8.618 -0.531
O -4.925 2.388 -2.570
O 3.354 3.955 7.831
O -0.285 1.017 1.440
O -4.935 1.959 3.138
O -4.340 -0.567 0.891
O 3.474 -3.446 7.855
O 2.295 -5.931 2.334
O -0.336 6.392 -0.356
O 3.640 -7.348 3.472
O 2.529 4.279 5.737
O -1.675 -0.091 -4.935
O 1.836 -2.523 6.614
O 2.012 4.474 -2.034
O -1.743 7.680 -1.436
O 1.792 4.326 -4.217
O -4.030 -1.845 -0.913
O 2.751 -1.598 -0.854
O 1.512 6.318 -3.184
O 0.307 -1.026 -4.869
O 2.599 -4.551 6.123
O 4.158 -6.648 1.432
O -2.959 2.868 3.364
O 0.665 -0.347 2.872
O 1.222 -3.080 -1.491
O -2.777 2.266 -3.034
O -2.653 -2.046 0.810
O -0.748 -0.443 -2.934
O -4.171 3.318 1.516
C -3.030 1.271 -2.040
C -3.971 2.788 -3.422
C -3.019 -2.773 -1.354
C 2.101 2.987 -3.825
C -4.317 1.228 4.166
C -3.741 -1.439 0.341
C -4.305 1.763 -1.427
C 2.363 -2.401 -1.647
C 2.133 -3.650 -3.514
C -2.411 -3.177 -0.005
C -0.593 7.679 -0.756
C -2.424 6.432 -1.335
C -1.490 4.385 -0.198
C 3.414 -6.467 -0.803
C 0.960 -3.934 -2.583
C 3.083 2.201 4.929
C -3.109 2.086 4.528
C 2.489 -5.070 1.210
C 1.653 -4.283 5.113
C 1.744 5.146 -3.132
C 0.049 -0.817 -6.287
C -1.446 -0.548 -6.258
C -4.020 2.754 2.552
C 1.087 -2.899 5.452
C 0.392 -2.167 -6.935
C 3.677 -5.670 0.485
C 2.595 3.580 4.531
C 3.175 3.602 6.712
C 0.067 -0.161 0.728
C -1.181 5.536 -1.139
C 2.729 -3.469 6.932
C 0.041 0.820 2.726
C 0.310 -1.205 1.797
C 1.182 2.306 -1.560
C 3.372 -6.691 2.517
C 2.220 3.091 -2.292
C -0.694 -0.440 -4.124
H -1.822 0.120 -7.028
H -4.969 1.012 -1.006
H 3.707 1.828 4.117
H -2.285 -2.241 -1.967
H -2.834 6.196 -2.316
H -3.238 2.704 5.420
H 3.064 2.712 -4.259
H -1.830 4.613 0.812
H 4.276 -7.045 -1.132
H -0.638 -0.485 -0.039
H 1.212 1.212 -1.479
H 2.634 -7.224 -0.688
H -0.630 -1.716 2.025
H 0.007 -2.908 5.614
H -3.394 -3.580 -1.977
H 2.775 -4.514 -3.693
H -0.407 -2.890 -6.810
H -2.219 1.501 4.764
H -2.068 -1.454 -6.236
H 1.094 -1.855 1.416
H 0.521 0.071 -6.709
H -2.915 -4.025 0.466
H -1.380 -3.513 -0.118
H 3.209 2.812 -1.929
H -2.186 1.277 -1.352
H 3.102 -5.770 -1.585
H 1.580 -5.030 0.613
H 1.309 2.354 -4.223
H 2.733 -4.120 1.689
H -0.872 5.165 -2.115
H 0.533 -1.968 -8.005
H 0.916 -4.976 -2.267
H 2.312 1.455 5.125
H -4.065 0.222 3.812
H 0.070 -3.629 -3.135
H -4.157 2.462 -0.602
H -3.183 6.336 -0.561
H -2.203 3.721 -0.692
H 1.384 -2.563 -6.718
H 0.168 2.295 -1.982
H 4.465 -4.958 0.241
H 0.813 -4.971 5.188
H -5.039 1.069 4.969
H 1.769 -3.338 -4.490
H 3.291 4.044 3.825
H -3.119 0.276 -2.479
H 1.009 -0.034 0.188
H 1.072 2.568 -0.506
H 1.613 3.517 4.057
H 1.231 -2.077 4.748
H -0.590 3.820 0.064
H 2.119 -4.268 4.132

# 2
169
Properties=species:S:1:pos:R:3 method="wB97M-V/def2-TZVPD" lumo_ev=0.4 homo_energy_ev=-8.85 smiles="COC[C@H](C)N.COC[C@H](C)N.COC[C@H](C)N.COC[C@H](C)N.COC[C@H](C)N.COC[C@H](C)N.COC[C@H](C)N.COC[C@H](C)N.COC[C@H](C)N.NC(N)=O.NC(N)=O" de_lowest_ev=5.261 orbital_gap_ev=9.2680
O 2.460 -1.710 6.313
O -0.660 3.229 3.241
O 0.724 0.936 0.423
O 4.389 -0.445 -2.304
O 6.961 -0.613 1.035
O -4.635 -0.568 3.162
O -0.537 -3.234 -2.526
O -0.339 -4.204 1.787
O 0.285 3.209 -4.029
O 1.621 5.642 -0.321
O -2.404 -0.293 -4.615
N -1.997 -0.982 -1.390
N -1.473 -6.899 3.902
N 2.414 -0.925 2.751
N 4.951 -1.312 0.547
N 3.048 -3.007 -2.935
N 1.921 3.067 2.447
N -4.608 -1.751 -0.436
N 5.239 1.344 -1.216
N -0.294 5.263 5.222
N -1.991 -2.590 -7.699
N 5.190 1.231 -3.433
N -1.305 5.439 -4.482
N 5.459 -1.225 2.650
C 2.391 -1.939 4.896
C -0.212 -0.073 0.116
C -1.255 3.054 4.493
C -0.911 3.691 6.955
C 2.122 4.277 1.705
C 3.643 -1.054 6.823
C -2.049 -0.668 -5.955
C -1.403 -4.566 4.580
C 1.752 -2.397 -2.864
C -4.317 -0.381 1.725
C 1.703 -1.561 -4.167
C 4.910 0.663 -2.302
C 1.054 2.043 -4.323
C 0.619 -0.268 4.253
C 1.223 4.499 0.393
C -1.875 1.344 -1.335
C -0.243 -5.440 2.494
C -3.775 -0.079 -4.386
C -2.005 4.204 -4.151
C -4.356 -1.799 1.007
C 3.527 4.313 1.307
C -4.402 0.675 3.876
C -3.201 -2.711 1.355
C 0.928 5.784 -1.584
C -1.380 -5.552 3.466
C -1.567 2.850 2.196
C 1.932 0.672 -0.325
C -2.686 -2.055 -6.521
C -1.423 -4.324 -2.173
C -3.302 4.141 -4.824
C 5.846 -0.982 1.421
C 2.058 -0.704 4.060
C -2.525 -3.172 -5.522
C -0.392 3.841 5.492
C -1.090 3.025 -4.525
C -0.982 0.061 -1.278
C 0.785 -3.585 -2.920
C 0.722 -4.004 0.918
H 1.978 5.128 2.371
H 0.723 -3.951 -3.945
H -4.908 1.549 3.465
H -3.942 3.378 -4.380
H 2.606 -0.965 -4.304
H -3.919 1.001 -4.363
H 0.134 0.353 3.500
H -2.442 -3.490 -7.785
H 1.273 3.586 -0.200
H 1.414 6.651 -2.032
H -0.976 -0.702 -6.144
H -3.983 4.981 -4.687
H -3.080 -3.473 0.585
H 1.732 0.699 -1.397
H -1.483 -3.098 -5.211
H 1.584 -1.810 -1.961
H 0.576 5.521 5.665
H -1.877 -4.805 -3.040
H 2.728 1.386 -0.112
H -1.492 -7.525 3.110
H -1.493 -1.853 -1.294
H 1.624 -4.168 1.508
H -2.472 3.453 2.264
H -1.039 2.902 -5.607
H -2.222 -4.740 5.278
H 0.762 -5.579 2.892
H 0.797 1.561 -5.266
H 5.581 2.162 -3.470
H -0.930 -0.161 0.932
H -2.316 -2.104 -8.523
H -2.202 4.292 -3.083
H 3.762 -2.352 -3.219
H -0.932 -5.222 -1.798
H -0.336 -0.059 -2.147
H 0.700 -1.135 -4.166
H 6.047 -0.859 3.385
H -3.309 -3.159 2.343
H 0.978 3.017 2.805
H 3.372 -2.262 4.547
H -1.182 1.988 4.709
H 5.084 -1.303 -0.454
H -0.312 5.273 -4.403
H -3.333 0.884 3.907
H 1.745 -2.767 4.606
H -3.731 -1.402 -0.793
H 0.285 -1.042 0.069
H 1.770 2.321 1.783
H 3.804 -0.077 6.367
H 1.983 -0.144 2.277
H -1.026 2.621 7.127
H -1.829 1.792 2.200
H 2.451 -0.252 -0.074
H -0.224 -6.275 1.795
H -0.433 -4.433 5.057
H -1.175 2.179 -1.372
H -2.180 -1.037 -2.381
H 4.970 0.661 -4.237
H -2.243 -4.000 -1.533
H 1.954 -1.761 2.420
H -4.819 0.405 1.161
H -1.232 3.204 1.221
H 0.603 3.405 5.582
H -5.183 -2.316 1.494
H -2.281 -5.373 2.880
H -3.250 -3.019 -4.723
H 3.021 -3.610 -3.745
H 0.497 0.394 5.110
H 1.150 -4.431 -2.337
H -1.755 4.359 7.127
H -4.691 -2.650 -0.887
H -4.492 -0.669 -4.957
H -3.263 4.027 -5.908
H -2.277 0.236 -6.520
H -1.635 -3.581 4.177
H 2.090 2.344 -4.168
H 4.494 -1.450 2.844
H 0.713 -4.684 0.067
H 0.239 4.751 0.788
H 0.943 4.920 -2.248
H -1.527 2.058 -4.274
H -3.731 -2.037 -6.830
H 4.029 -1.493 0.918
H -2.353 -6.983 4.391
H 4.314 4.209 2.053
H -4.797 0.685 4.892
H 5.664 2.250 -1.359
H -2.429 1.398 -2.273
H -3.269 -0.088 1.661
H -2.753 -4.167 -5.903
H -2.215 -2.245 1.341
H -0.104 3.989 7.624
H 5.253 0.892 -0.313
H -1.402 5.611 -5.473
H -2.279 3.379 4.682
H -3.879 -0.376 -3.343
H 4.512 -1.704 6.722
H 0.791 -2.973 0.570
H 3.877 5.292 0.980
H 2.652 0.103 4.490
H -2.525 1.251 -0.465
H -0.020 -1.151 4.228
H -0.111 5.317 4.230
H 3.811 3.563 0.569
H 1.858 -2.202 -5.035
H 0.759 1.403 -3.491
H -0.155 5.861 -1.498
H 3.480 -0.903 7.891

# 3
21
Properties=species:S:1:pos:R:3 method="wB97M-V/def2-TZVPD" lumo_ev="1.0 / -0.1" homo_energy_ev="-8.79 / -6.11" orbital_gap_ev="9.7643 / 5.9756"
F 1.962 -2.069 -0.138
F 1.156 1.451 0.238
F 0.274 -1.345 1.052
N -1.084 0.430 -1.257
N -1.915 0.035 -0.413
C -2.124 0.845 0.776
C 3.260 0.492 -0.307
C -2.590 -1.276 -0.671
C 2.016 0.323 0.573
C 1.247 -0.915 0.196
H 3.546 1.523 -0.339
H -2.503 -1.364 -1.774
H -3.697 -1.147 -0.579
H 2.310 0.354 1.599
H 2.952 0.064 -1.338
H -1.101 1.206 1.087
H -2.734 1.811 0.514
H -2.651 0.190 1.462
H -0.534 1.224 -0.970
H 4.190 0.066 0.288
H -1.982 -1.899 0.003

# 4
8
Properties=species:S:1:pos:R:3 method="wB97M-V/def2-TZVPD" lumo_ev=0.9 homo_energy_ev=-10.62 smiles=FCCCl de_lowest_ev=2.035 orbital_gap_ev=11.4770
Cl -1.892 -0.961 -0.052
F 0.788 -1.678 0.136
C 0.800 -0.235 -0.127
C -0.661 0.387 0.136
H 0.949 0.015 -1.299
H 1.688 0.475 0.272
H -0.777 1.296 -0.436
H -0.895 0.701 1.371

# 5
74
Properties=species:S:1:pos:R:3 method="wB97M-V/def2-TZVPD" s_squared=4.036 charge=+3 lumo_ev="-11.8 / -10.0" homo_energy_ev="-15.27 / -15.27" spin_multiplicity=4 orbital_gap_ev="3.4523 / 5.2456"
Se -0.803 -1.289 -4.043
Cr 0.011 0.293 0.678
P -2.143 1.254 0.645
P -1.145 -2.001 1.427
P 0.717 0.527 2.927
O 1.230 -4.809 -0.412
N 1.615 -0.696 -0.199
N 3.362 -5.096 -1.153
C -2.909 1.603 2.270
C -3.408 0.323 -0.287
C 2.849 -0.152 -0.141
C -2.609 -2.072 2.557
C 3.870 -2.278 -0.665
C -1.073 0.580 -4.163
C 1.053 2.286 3.211
C -0.285 0.060 4.369
C -1.758 -3.042 0.044
C 2.310 -0.267 3.290
C 0.183 2.677 -4.205
C -1.932 2.831 -0.227
C 1.597 3.632 -0.926
C -0.793 3.267 -5.012
C 2.060 4.305 -1.993
C 2.581 -2.841 -0.755
C -1.951 2.524 -5.327
C 2.306 -4.312 -0.784
C -2.086 1.203 -4.915
C 3.967 -0.914 -0.421
C -0.009 -3.158 2.284
C 1.488 -1.965 -0.665
C 0.046 1.369 -3.761
H 1.368 2.380 4.261
H 1.147 4.186 -0.109
H -3.430 -1.470 2.143
H -2.946 -3.120 2.642
H 2.885 0.912 0.108
H -4.345 0.897 -0.374
H -1.258 0.567 4.359
H -1.254 3.488 0.335
H 0.478 -2.308 -0.929
H -0.423 -1.027 4.433
H 2.349 -0.352 4.385
H 0.762 -2.607 2.841
H -2.900 3.331 -0.367
H 0.145 2.880 3.030
H -2.718 -3.518 0.306
H -0.642 4.293 -5.350
H 3.126 0.379 2.939
H -2.701 3.004 -5.931
H 0.889 0.935 -3.230
H -1.902 -2.401 -0.836
H 4.196 -4.743 -1.583
H -2.226 2.200 2.889
H -0.595 -3.758 2.999
H -1.471 2.642 -1.208
H 3.176 -6.075 -1.254
H 0.311 0.390 5.234
H 1.865 2.607 2.544
H -3.017 0.098 -1.289
H -3.854 2.160 2.157
H 1.855 5.372 -2.166
H -3.104 0.669 2.814
H 4.948 -0.428 -0.340
H 4.769 -2.882 -0.769
H -2.929 0.598 -5.241
H 0.459 -3.824 1.542
H 1.675 2.554 -0.911
H 2.694 3.841 -2.786
H -2.347 -1.710 3.563
H -3.640 -0.634 0.197
H -1.019 -3.824 -0.177
H -2.176 -1.495 -3.510
H 2.384 -1.281 2.868
H 1.077 3.233 -3.876

For each record above, in turn, the calculated E values are -106779.4175 -83028.0123 -16490.7113 -17376.8853 -151184.0646 eV.